Entry 1:
# C2H2ClN3O2S

C2H2ClN3O2S in the gas phase in a non-equilibrium geometry (ωB97M-V/def2-TZVPD, OMol25).

Last column: Mulliken charge in e.
Cartesian coordinates (Å):
Cl (-1.98, 2.41, 0.28)  -0.11
S (-0.83, 1.36, -0.95)  0.94
O (-1.66, 0.59, -1.87)  -0.53
O (0.07, 2.25, -1.57)  -0.48
N (-0.24, -0.23, 1.32)  -0.50
N (1.32, -1.63, 0.50)  -0.63
N (0.91, -0.79, -0.46)  0.21
C (0.01, 0.01, 0.06)  0.45
C (0.61, -1.32, 1.59)  -0.02
H (1.07, -0.84, -1.47)  0.27
H (0.71, -1.82, 2.57)  0.38

Results
- strongest force on any atom (eV/A) = 3.95
- SMILES = O=S(=O)(Cl)c1ncn[nH]1
- frontier orbital gap (eV) = 10.76
- HOMO energy (hartree) = -0.4028
- energy (hartree) = -1250.48831
- energy relative to the best compared isomer or geometry (same formula, charge and spin) (kcal per mole) = 0.0
- net charge = 0

---

Entry 2:
# C9H13N3S

C9H13N3S in the gas phase in a non-equilibrium geometry (ωB97M-V/def2-TZVPD, OMol25).

Last column: Mulliken charge in e.
Cartesian coordinates (Å):
S (1.52, -0.50, -2.92)  -0.35
N (-0.03, -1.42, -0.91)  -0.08
N (0.90, 1.91, 1.12)  -0.61
N (0.48, 0.82, -0.92)  -0.15
C (-2.80, 0.70, 2.80)  -1.39
C (-0.17, -2.73, -1.45)  -0.82
C (0.53, -0.41, -1.57)  0.18
C (0.05, 1.20, 0.40)  -0.30
C (0.95, -3.72, -1.20)  -0.91
C (0.55, 2.33, 2.35)  -0.45
C (-1.53, 1.24, 2.22)  0.91
C (-1.23, 0.85, 0.94)  -0.04
C (-0.68, 2.07, 2.88)  -0.47
H (1.87, -3.31, -1.64)  0.26
H (0.73, -4.68, -1.74)  0.32
H (1.14, 1.46, -1.30)  0.27
H (-0.91, 2.54, 3.79)  0.48
H (-3.49, 1.43, 3.25)  0.34
H (-0.27, -2.59, -2.58)  0.38
H (-0.22, -1.39, 0.12)  0.35
H (-1.95, 0.27, 0.37)  0.42
H (1.25, 2.96, 2.86)  0.39
H (1.11, -3.92, -0.10)  0.29
H (-2.47, 0.06, 3.59)  0.31
H (-1.13, -3.17, -1.13)  0.36
H (-3.34, 0.12, 2.06)  0.32

Results
- strongest force on any atom (eV/A) = 2.83
- SMILES = CCNC(=S)Nc1cc(C)ccn1
- frontier orbital gap (eV) = 8.79
- HOMO energy (hartree) = -0.3029
- energy (hartree) = -913.20706
- energy relative to the best compared isomer or geometry (same formula, charge and spin) (kcal per mole) = 0.0
- net charge = 0

---

Entry 3:
# C15H21Cl6F3O9

A 6-piece molecular cluster, C15H21Cl6F3O9 overall in a non-equilibrium geometry (ωB97M-V/def2-TZVPD, OMol25).

Last column: Mulliken charge in e.
Cartesian coordinates (Å):
Cl (4.83, 2.08, -0.55)  -0.20
Cl (-1.68, 0.14, -1.37)  -0.29
Cl (1.93, 1.51, 0.89)  0.02
Cl (-0.61, 3.31, -1.43)  -0.14
Cl (1.46, -0.59, -1.75)  -0.21
Cl (1.09, 3.56, -4.41)  -0.21
F (2.33, -0.42, 3.00)  -0.21
F (-3.62, 4.33, 1.36)  -0.32
F (-3.76, -2.05, -1.42)  -0.40
O (-1.43, -4.83, 1.15)  -0.70
O (1.19, -3.07, 1.71)  -0.25
O (-0.85, -3.35, -0.48)  -0.47
O (-1.59, 3.69, 0.93)  -0.26
O (-1.04, -2.54, 1.55)  -0.40
O (-0.72, 1.77, 1.61)  -0.51
O (-2.88, -3.25, 0.21)  -0.40
O (0.40, -1.55, 3.05)  -0.30
O (-2.71, 1.83, 0.37)  -0.24
C (-1.72, -3.90, 0.33)  0.94
C (-3.28, 2.85, -0.37)  -0.45
C (-0.53, 0.13, 0.07)  -1.29
C (0.54, -0.90, -0.18)  1.16
C (0.47, 2.09, -2.23)  1.05
C (0.15, 2.22, -3.69)  -0.39
C (0.05, -2.43, 2.13)  0.31
C (-2.68, -2.13, -0.67)  0.35
C (-1.62, 2.38, 1.02)  0.71
C (2.28, -2.71, 2.52)  -0.39
C (-2.80, 4.05, 0.39)  0.18
C (4.25, 0.44, -0.34)  -0.18
C (3.34, 0.43, 0.84)  0.14
C (-1.54, -2.66, -1.52)  -0.66
C (1.75, -1.61, 3.34)  0.14
H (5.10, -0.23, -0.22)  0.44
H (-0.91, 2.24, -3.95)  0.33
H (-0.97, -1.87, -2.00)  0.32
H (-2.52, -1.27, -0.01)  0.68
H (0.17, -1.93, -0.16)  0.57
H (-2.74, 4.84, -0.36)  0.40
H (3.77, 0.46, 1.84)  0.65
H (-4.36, 2.70, -0.43)  0.40
H (-0.19, 1.15, 0.23)  0.15
H (-1.16, 0.00, 0.95)  1.23
H (-2.89, 2.87, -1.39)  0.22
H (1.24, -0.94, 0.66)  -1.47
H (1.50, 2.25, -1.92)  0.48
H (3.72, 0.18, -1.25)  0.07
H (2.80, -0.52, 0.86)  -0.82
H (-1.83, -3.39, -2.28)  0.48
H (3.03, -2.43, 1.78)  0.26
H (2.63, -3.51, 3.17)  0.34
H (0.56, 1.31, -4.12)  0.32
H (0.20, 1.11, -1.86)  -1.45
H (1.86, -1.86, 4.40)  0.29

Results
- strongest force on any atom (eV/A) = 8.06
- SMILES = O=C1OC[C@@H](F)O1.O=C1OC[C@@H](F)O1.O=C1OC[C@@H](F)O1.ClCCCl.ClCCCl.ClCCCl
- frontier orbital gap (eV) = 10.30
- HOMO energy (hartree) = -0.3700
- energy (hartree) = -4321.86980
- energy relative to the best compared isomer or geometry (same formula, charge and spin) (kcal per mole) = 0.0
- net charge = 0

---

Entry 4:
# C4H10O

A 2-piece molecular cluster, C4H10O overall in a non-equilibrium geometry (ωB97M-V/def2-TZVPD, OMol25).

Last column: Mulliken charge in e.
Cartesian coordinates (Å):
O (2.60, 0.14, 0.26)  -0.41
C (2.96, -1.05, 0.20)  -0.05
C (-2.19, 1.48, 0.41)  -1.14
C (-1.16, 0.40, -0.10)  -0.04
C (-1.71, -0.92, -0.73)  -1.17
H (-1.12, -0.96, -1.58)  0.33
H (3.99, -1.46, 0.22)  0.26
H (2.15, -1.77, 0.20)  0.20
H (-1.61, 2.28, 1.02)  0.28
H (-3.04, 0.92, 0.88)  0.32
H (-1.83, -1.72, 0.01)  0.36
H (-2.75, -0.86, -1.18)  0.29
H (-2.62, 2.08, -0.39)  0.33
H (-0.92, -0.11, 0.84)  0.15
H (-0.49, 0.98, -0.82)  0.30

Results
- strongest force on any atom (eV/A) = 3.95
- SMILES = C=O.CCC
- frontier orbital gap (eV) = 10.87
- HOMO energy (hartree) = -0.3781
- energy (hartree) = -233.54774
- energy relative to the best compared isomer or geometry (same formula, charge and spin) (kcal per mole) = 61.0
- net charge = 0

---

Entry 5:
# C31H30CrN8O4S3

C31H30CrN8O4S3 as an isolated structure (ωB97M-V/def2-TZVPD, OMol25).

Last column: Löwdin spin population.
Cartesian coordinates (Å):
Cr (0.40, 0.24, -0.25)  2.97
S (0.95, 0.49, -2.55)  -0.02
S (2.71, 0.65, 0.35)  0.06
S (1.06, -2.08, -0.08)  0.11
O (-6.19, -2.59, 1.30)  0.00
O (-3.72, 0.33, -0.77)  0.01
O (-5.77, -0.74, 0.14)  0.00
O (-1.51, 0.23, -0.68)  0.04
N (0.28, 2.94, -1.49)  0.00
N (0.01, 0.67, 1.74)  0.00
N (0.63, 2.84, -3.72)  0.00
N (4.76, -0.69, -0.67)  0.14
N (0.22, 2.25, -0.33)  -0.02
N (-2.10, -3.10, 1.55)  0.00
N (-1.68, -2.03, 0.87)  0.01
N (3.46, -3.14, -0.66)  0.14
C (7.24, 0.45, 2.63)  0.00
C (6.59, 0.60, 0.32)  0.01
C (4.38, -6.87, 1.96)  0.00
C (-0.25, 2.49, 3.25)  0.00
C (2.77, -2.00, -0.36)  0.22
C (-5.40, -1.83, 0.79)  0.00
C (-0.02, 2.87, 0.78)  0.02
C (6.26, 0.41, 1.66)  0.00
C (-3.45, -3.19, 1.59)  0.00
C (8.56, 0.69, 2.28)  0.00
C (8.90, 0.88, 0.95)  0.00
C (4.91, -3.09, -0.55)  0.01
C (-0.09, 1.99, 1.97)  0.01
C (-0.23, 4.34, 0.89)  0.00
C (3.47, -0.76, -0.27)  0.19
C (5.41, -1.85, -1.24)  0.01
C (4.05, -6.26, 0.76)  0.00
C (3.07, -5.25, 3.14)  0.00
C (7.91, 0.83, -0.02)  0.00
C (-0.17, 0.25, 4.07)  0.00
C (2.88, -4.47, -0.57)  0.01
C (0.58, 2.18, -2.53)  0.00
C (-2.77, -1.41, 0.47)  0.00
C (3.89, -6.36, 3.15)  0.00
C (-0.29, 1.61, 4.32)  0.01
C (-0.02, -0.18, 2.76)  0.01
C (2.73, -4.64, 1.94)  0.00
C (-3.93, -2.09, 0.91)  0.00
C (-2.67, -0.19, -0.38)  0.01
C (5.51, 0.55, -0.73)  0.01
C (3.22, -5.15, 0.74)  0.01
H (5.97, 0.62, -1.73)  0.00
H (6.49, -1.75, -1.10)  0.00
H (8.17, 0.98, -1.07)  0.00
H (-0.33, 3.56, 3.41)  0.00
H (-0.20, -0.47, 4.87)  0.00
H (4.81, 1.38, -0.63)  0.00
H (-0.40, 1.98, 5.33)  0.00
H (5.20, -1.90, -2.32)  0.00
H (5.22, -3.10, 0.50)  0.00
H (5.03, -7.74, 1.96)  0.00
H (5.22, 0.22, 1.93)  0.00
H (4.43, -6.66, -0.17)  0.00
H (5.32, -3.99, -1.03)  0.00
H (-0.28, 4.78, -0.10)  0.00
H (1.80, -4.37, -0.69)  0.00
H (-1.43, -3.75, 1.91)  0.00
H (2.09, -3.77, 1.93)  0.00
H (0.66, 2.30, -4.56)  0.00
H (-3.97, -3.98, 2.09)  0.00
H (0.27, 3.77, -3.75)  0.00
H (-4.97, -0.21, -0.14)  0.00
H (-1.16, 4.55, 1.43)  0.00
H (2.69, -4.85, 4.07)  0.00
H (6.97, 0.30, 3.67)  0.00
H (3.26, -5.06, -1.40)  0.00
H (0.59, 4.80, 1.44)  0.00
H (9.33, 0.73, 3.05)  0.00
H (9.93, 1.06, 0.67)  0.00
H (4.16, -6.83, 4.09)  0.00
H (0.07, -1.23, 2.50)  0.00

Results
- <S²> = 6.048
- strongest force on any atom (eV/A) = 0.77
- frontier orbital gap (alpha / beta) (eV) = 6.10 / 7.18
- HOMO energy (alpha / beta) (hartree) = -0.2424 / -0.2914
- energy (hartree) = -4177.51962
- spin multiplicity = 5
- energy relative to the best compared isomer or geometry (same formula, charge and spin) (kcal per mole) = 0.0
- net charge = 0

---

Entry 6:
# C19H10BrF5N3ORhS

C19H10BrF5N3ORhS as an isolated structure in a non-equilibrium geometry (ωB97M-V/def2-TZVPD, OMol25).

Last column: Mulliken charge in e.
Cartesian coordinates (Å):
Rh (-1.25, 0.52, 0.57)  0.53
Br (-0.36, -6.83, 1.53)  -0.21
S (-3.82, 3.41, 3.11)  -0.46
F (2.96, 1.55, 2.28)  -0.27
F (1.08, -0.60, 2.23)  -0.28
F (0.39, 1.29, 3.07)  -0.28
F (1.72, 2.59, 0.87)  -0.24
F (2.54, 0.67, 0.36)  -0.23
O (-1.89, -1.06, 1.54)  -0.68
N (-0.18, -0.65, -0.61)  -0.09
N (-0.63, 1.92, -0.73)  -0.17
N (-2.33, 1.69, 1.55)  -0.63
C (-1.53, -2.28, 1.52)  0.55
C (0.69, 3.65, -2.47)  -0.68
C (0.51, 0.02, -1.58)  0.74
C (0.73, 0.69, 1.89)  0.84
C (2.00, 1.37, 1.37)  0.58
C (0.02, -1.97, -0.42)  0.31
C (-0.89, 3.23, -0.72)  -0.28
C (-2.96, 2.42, 2.23)  0.54
C (-2.07, -3.18, 2.47)  -0.81
C (-1.73, -4.51, 2.48)  -0.43
C (-0.82, -4.99, 1.53)  -0.08
C (-0.26, -4.16, 0.58)  -0.73
C (-0.24, 4.11, -1.57)  -0.75
C (1.43, -0.51, -2.51)  -1.01
C (-0.58, -2.79, 0.54)  0.19
C (1.89, 1.68, -3.41)  -0.93
C (0.27, 1.43, -1.62)  0.76
C (2.09, 0.31, -3.39)  -1.04
C (0.97, 2.27, -2.53)  1.31
H (-2.15, -5.18, 3.21)  0.43
H (2.80, -0.12, -4.08)  0.40
H (-1.62, 3.58, -0.01)  0.37
H (0.43, -4.56, -0.14)  0.47
H (0.75, -2.45, -1.06)  0.15
H (-2.77, -2.79, 3.19)  0.48
H (-0.48, 5.16, -1.52)  0.42
H (1.21, 4.32, -3.13)  0.45
H (2.43, 2.31, -4.10)  0.43
H (1.65, -1.57, -2.52)  0.34

Results
- strongest force on any atom (eV/A) = 4.28
- frontier orbital gap (eV) = 5.94
- HOMO energy (hartree) = -0.2836
- energy (hartree) = -4551.65258
- energy relative to the best compared isomer or geometry (same formula, charge and spin) (kcal per mole) = 36.6
- net charge = 0